# 1
Here is an isolated ion of composition C2H6ClN2 and charge +1 from the OMol25 dataset. Energies are from ωB97M-V/def2-TZVPD.

Geometry (Å):
C: 0.20 -0.16 -0.01
C: -1.08 0.85 -0.16
N: 1.33 0.46 0.18
N: 0.12 -1.45 -0.02
Cl: -2.70 0.08 0.17
H: -0.75 1.68 0.39
H: -1.18 1.14 -1.17
H: 1.46 1.39 0.67
H: 2.18 -0.12 0.30
H: -0.63 -1.96 -0.39
H: 1.04 -1.92 0.05

Properties
M: 93.54 g mol⁻¹
E_HOMO: -15.43 eV
electronic energy: -649.25593 a.u.
energy above the lowest of the compared OMol25 structures with the same formula, charge and spin: 0.456 eV
charge: +1
frontier orbital gap: 11.43 eV
SMILES: NC(=[NH2+])CCl

=====

# 2
Here is a 2-piece molecular cluster, C2H6ClN2O overall from the OMol25 dataset. Energies are from ωB97M-V/def2-TZVPD.

Geometry (Å):
C: -1.39 0.61 0.21
C: 1.93 0.72 -0.16
N: 0.76 0.20 -0.05
N: -1.88 -0.58 -0.12
O: 0.63 -1.14 0.19
Cl: 3.42 -0.02 0.02
H: -1.12 1.46 -0.52
H: -1.57 0.85 1.21
H: 1.71 1.76 -0.22
H: -2.08 -1.41 0.54
H: 1.43 -1.64 -0.02
H: -1.84 -0.80 -1.08

Properties
M: 109.54 g mol⁻¹
E_HOMO: -14.60 eV
electronic energy: -724.38421 a.u.
energy above the lowest of the compared OMol25 structures with the same formula, charge and spin: 3.241 eV
charge: +1
frontier orbital gap: 10.32 eV

=====

Q: Which of these has the lowest M?
A: C2H6ClN2

=====

Q: Look up the electronic energy of the second one.
A: -724.38421 a.u.

=====

What did the first record say?
Here is an isolated ion of composition C2H6ClN2 and charge +1 from the OMol25 dataset. Energies are from ωB97M-V/def2-TZVPD.

Geometry (Å):
C: 0.20 -0.16 -0.01
C: -1.08 0.85 -0.16
N: 1.33 0.46 0.18
N: 0.12 -1.45 -0.02
Cl: -2.70 0.08 0.17
H: -0.75 1.68 0.39
H: -1.18 1.14 -1.17
H: 1.46 1.39 0.67
H: 2.18 -0.12 0.30
H: -0.63 -1.96 -0.39
H: 1.04 -1.92 0.05

Properties
M: 93.54 g mol⁻¹
E_HOMO: -15.43 eV
electronic energy: -649.25593 a.u.
energy above the lowest of the compared OMol25 structures with the same formula, charge and spin: 0.456 eV
charge: +1
frontier orbital gap: 11.43 eV
SMILES: NC(=[NH2+])CCl

=====

Q: Among the records above, which one has the lowest M?
A: C2H6ClN2